one | Formula: C3H6NO
Source: the Open Molecules 2025 dataset
Level of theory: ωB97M-V/def2-TZVPD

Results
lowest unoccupied orbital energy (alpha / beta) = -5.983 / -5.984 eV
orbital gap (alpha / beta) = 6.18 / 6.18 eV

```
! RIJCOSX wB97M-V def2-TZVPD def2/J DEFGRID3
* xyz 1 1
C 2.493 0.726 0.068
C 0.007 -0.250 -0.237
C -1.286 -0.267 0.239
N -2.191 0.687 0.065
O 3.285 -0.132 0.055
H 0.327 0.501 -0.939
H 0.575 -1.154 -0.132
H -1.619 -1.131 0.796
H 3.502 -1.091 0.117
H -1.958 1.534 -0.431
H -3.135 0.579 0.398
*
```


two | Formula: C3H6NO
Source: the Open Molecules 2025 dataset
Level of theory: ωB97M-V/def2-TZVPD

Results
lowest unoccupied orbital energy = -4.681 eV
SMILES = [NH3+]/C=C/C=O
orbital gap = 9.66 eV

```
! RIJCOSX wB97M-V def2-TZVPD def2/J DEFGRID3
* xyz 1 1
N 1.209 -0.418 0.160
C -0.273 -0.358 -0.157
C -0.893 0.702 0.256
C -2.245 0.364 -0.108
O -2.406 -0.833 -0.165
H 1.784 -0.021 -0.653
H 1.412 -1.529 0.075
H 1.303 -0.063 1.059
H -0.398 -1.093 -0.894
H -0.489 1.557 0.587
H -3.179 1.008 -0.299
*
```


Computed energies relative to the best structure, in kcal/mol: one 37.7; two 0.0


one | Formula: C3H5NO
Source: the Open Molecules 2025 dataset
Level of theory: ωB97M-V/def2-TZVPD

Results
lowest unoccupied orbital energy (alpha / beta) = 1.088 / -1.609 eV
orbital gap (alpha / beta) = 6.82 / 8.40 eV

```
! RIJCOSX wB97M-V def2-TZVPD def2/J DEFGRID3
* xyz 0 3
C -0.601 0.387 1.742
C 0.732 -0.828 -1.630
C -0.375 0.501 0.458
N 0.390 -0.984 -0.417
O 0.486 -1.965 0.339
H -1.239 1.170 2.173
H -0.451 -0.586 2.036
H 1.313 -1.557 -2.228
H 0.419 0.169 -1.922
H -0.421 1.333 -0.147
*
```


two | Formula: C3H5NO
Source: the Open Molecules 2025 dataset
Level of theory: ωB97M-V/def2-TZVPD

Results
lowest unoccupied orbital energy (alpha / beta) = 0.948 / -0.843 eV
orbital gap (alpha / beta) = 8.68 / 9.16 eV

```
! RIJCOSX wB97M-V def2-TZVPD def2/J DEFGRID3
* xyz 0 3
C -0.250 0.022 -1.242
C 0.217 0.687 1.596
C 0.672 -0.713 -0.617
N 1.223 -0.307 0.544
O 2.392 -0.538 0.918
H -0.763 -0.238 -2.159
H -0.575 0.919 -0.878
H 0.437 0.568 2.661
H -0.657 1.071 1.143
H 1.202 -1.642 -0.988
*
```


Computed energies relative to the best structure, in kcal/mol: one 41.1; two 0.0


one | Formula: C7H16O
Source: the Open Molecules 2025 dataset
Level of theory: ωB97M-V/def2-TZVPD

Results
lowest unoccupied orbital energy = 0.871 eV
orbital gap = 9.40 eV

```
! RIJCOSX wB97M-V def2-TZVPD def2/J DEFGRID3
* xyz 0 1
C -1.080 0.751 0.036
C 1.074 -0.308 -0.138
C -0.287 -1.807 -0.547
C -1.392 1.090 1.484
C -1.830 1.635 -0.937
C 2.170 -0.336 -1.168
C 1.523 -0.630 1.270
O 0.288 0.782 -0.313
H -1.167 -0.531 -0.212
H -0.884 0.438 2.192
H -1.604 1.351 -1.965
H -1.218 -2.251 -0.186
H -0.271 -1.756 -1.635
H 0.409 -2.591 -0.252
H -2.468 1.005 1.646
H -1.095 2.119 1.713
H -2.904 1.529 -0.776
H -1.572 2.690 -0.802
H 2.581 -1.348 -1.243
H 2.987 0.335 -0.896
H 1.788 -0.035 -2.139
H 0.684 -0.814 1.935
H 2.158 -1.514 1.251
H 2.109 0.197 1.683
*
```


two | Formula: C7H16O
Source: the Open Molecules 2025 dataset
Level of theory: ωB97M-V/def2-TZVPD

Results
lowest unoccupied orbital energy = 1.030 eV
SMILES = C=C(C)OC.CCC
orbital gap = 9.97 eV

```
! RIJCOSX wB97M-V def2-TZVPD def2/J DEFGRID3
* xyz 0 1
C 1.550 -1.306 0.374
C 1.172 -0.055 0.611
C 1.691 1.133 -0.147
O 0.450 0.393 1.752
C 0.310 -0.479 2.842
H 2.215 -1.523 -0.442
H 1.196 -2.149 0.942
H 1.086 2.004 0.096
H 2.720 1.343 0.154
H 1.679 0.953 -1.220
H 1.228 -1.063 3.004
H -0.531 -1.172 2.700
H 0.127 0.140 3.721
C -0.810 -0.676 -2.128
C -1.487 -0.210 -0.847
C -1.798 1.281 -0.851
H -1.494 -0.595 -2.965
H -0.497 -1.714 -2.040
H 0.061 -0.074 -2.345
H -2.406 -0.780 -0.687
H -0.845 -0.414 0.033
H -2.572 1.511 -1.586
H -2.139 1.599 0.132
H -0.906 1.853 -1.103
*
```


Computed energies relative to the best structure, in kcal/mol: one 43.5; two 0.0


one | Formula: C3H10N4
Source: the Open Molecules 2025 dataset
Level of theory: ωB97M-V/def2-TZVPD

Results
lowest unoccupied orbital energy = -8.715 eV
SMILES = C[N+](C=[NH2+])=C(N)N
orbital gap = 11.52 eV

```
! RIJCOSX wB97M-V def2-TZVPD def2/J DEFGRID3
* xyz 2 1
C 0.705 -1.457 -0.400
N 0.051 -0.175 0.089
C -0.462 0.071 1.335
N -0.474 -0.726 2.327
C -0.158 0.886 -0.833
N 0.872 1.252 -1.571
N -1.307 1.535 -0.908
H 0.245 -2.269 0.050
H 1.702 -1.583 -0.183
H 0.640 -1.639 -1.550
H -1.073 0.910 1.466
H -1.047 -0.495 3.171
H -0.055 -1.672 2.479
H 0.866 1.811 -2.356
H 1.836 1.030 -1.387
H -1.381 2.355 -1.456
H -2.123 1.185 -0.436
*
```


two | Formula: C3H10N4
Source: the Open Molecules 2025 dataset
Level of theory: ωB97M-V/def2-TZVPD

Results
lowest unoccupied orbital energy = -8.300 eV
SMILES = N[NH2+][C@H](N)C=C=[NH2+]
orbital gap = 10.20 eV

```
! RIJCOSX wB97M-V def2-TZVPD def2/J DEFGRID3
* xyz 2 1
N 0.330 1.640 0.021
N -0.983 1.132 -0.057
C -1.063 -0.617 -0.421
N -1.821 -1.221 0.501
C 0.361 -1.075 -0.510
C 1.482 -0.615 -0.095
N 2.662 -0.396 0.268
H 0.499 2.180 0.867
H 0.580 2.206 -0.789
H -1.567 1.600 -0.766
H -1.478 1.219 0.842
H -1.518 -0.581 -1.414
H -2.818 -1.320 0.379
H -1.450 -1.521 1.390
H 0.431 -2.015 -1.066
H 3.315 0.154 -0.293
H 3.037 -0.769 1.144
*
```


three | Formula: C3H10N4
Source: the Open Molecules 2025 dataset
Level of theory: ωB97M-V/def2-TZVPD

Results
lowest unoccupied orbital energy = -8.231 eV
SMILES = N/C=N/C(=[NH2+])C[NH3+]
orbital gap = 11.05 eV

```
! RIJCOSX wB97M-V def2-TZVPD def2/J DEFGRID3
* xyz 2 1
N -0.490 -1.010 2.641
C -0.432 -1.280 1.348
N -0.211 -0.350 0.476
C -0.504 -0.008 -0.676
N -1.605 -0.206 -1.321
C 0.524 0.886 -1.345
N 1.694 1.120 -0.464
H -0.812 -1.763 3.341
H -0.868 -0.124 2.720
H -0.309 -2.316 1.057
H -1.725 0.174 -2.285
H -2.190 -0.951 -1.047
H 0.264 1.858 -1.726
H 0.910 0.406 -2.218
H 1.938 0.210 0.072
H 1.373 1.714 0.368
H 2.445 1.639 -0.941
*
```


four | Formula: C3H10N4
Source: the Open Molecules 2025 dataset
Level of theory: ωB97M-V/def2-TZVPD

Results
lowest unoccupied orbital energy = -6.251 eV
orbital gap = 9.49 eV

```
! RIJCOSX wB97M-V def2-TZVPD def2/J DEFGRID3
* xyz 2 1
C -5.849 0.468 0.022
C 9.491 -0.315 -0.232
C 9.260 0.285 1.024
N 10.001 -0.484 -1.269
N -6.233 1.385 -0.868
N -6.312 -0.566 0.596
N -7.456 -1.306 0.275
H -4.896 0.739 0.572
H 8.542 -0.315 1.465
H 10.263 0.324 1.530
H 8.952 1.411 0.854
H 10.253 -0.728 -2.209
H -5.838 2.363 -0.855
H -6.991 1.434 -1.501
H -7.353 -2.213 0.922
H -8.364 -0.847 0.421
H -7.469 -1.635 -0.747
*
```


Computed energies relative to the best structure, in kcal/mol: one 0.0; two 60.6; three 2.4; four 28.2